Record 1
DFT (ωB97M-V with the def2-TZVPD basis set) results for 4 unconnected molecules or ions with the total composition C30H65N3O4.

The geometry in XYZ format:
```
102
Properties=species:S:1:pos:R:3:forces:R:3:mulliken_charge:R:1
H 7.307968 0.140746 2.438654 -0.1963 -0.1001 0.5088 0.34
H 4.612098 -3.097754 3.583664 -0.3938 0.4748 0.7040 0.42
H -2.305252 1.366596 0.409624 0.3058 0.2714 1.0865 0.05
H -0.205242 0.063086 -4.461706 0.1685 0.2755 -0.1028 0.48
H -2.072562 1.045136 -1.816236 -0.3910 -0.0170 -0.5076 0.37
H 0.238238 0.956566 1.060924 -0.2427 0.5197 0.6184 0.49
H -7.910612 3.560306 0.566914 -0.1300 0.1070 0.5338 0.45
H 6.949698 -2.482844 3.627324 0.3171 0.4696 0.0772 0.50
C 2.820008 -1.589084 -3.617696 -0.2249 1.2155 -2.3663 1.85
C 1.756108 -0.456014 -3.630616 -1.8669 -1.0001 -0.0710 -0.86
H 4.276898 1.234386 4.341194 0.4291 -0.1341 0.2815 0.42
H -5.280292 0.366876 4.134574 0.2183 0.3552 -0.0297 0.37
C -1.868062 2.056686 -1.465446 -0.3078 -1.2216 -0.1531 -1.41
H 6.129738 -1.731424 -0.083426 0.5299 -0.2469 -0.0576 0.43
C -5.634302 3.293366 1.805334 0.5587 -1.2009 2.1056 -1.30
H -8.549712 1.226796 5.187264 -0.0970 0.0112 0.7183 0.44
H -0.241522 3.286166 0.212674 0.0357 0.3710 0.1347 0.37
C 3.831428 0.713136 1.139844 -0.9076 -1.1648 -2.0002 -1.39
C -6.889572 1.908586 4.178944 0.1917 -0.8089 -1.8770 2.02
H 4.785148 -1.632394 -2.699396 0.1635 -0.0852 -0.1011 0.47
C -7.395262 2.619926 0.371464 -1.6529 0.5068 -0.1324 -1.88
C -5.816682 0.869816 1.113694 -0.8108 -0.7266 0.9341 -1.50
H -6.464822 -0.158464 5.229334 -0.2353 1.0408 0.9833 0.41
H 1.255568 -3.506554 -7.333256 -0.4746 0.5010 -0.1081 0.44
H 0.765658 -3.345924 -5.621476 -0.1462 -0.3303 -0.1137 0.35
H 1.229348 -0.487694 -2.676876 0.6052 0.3614 0.5963 0.16
H 4.038518 1.741826 0.844854 0.5341 -0.0531 0.4752 0.50
O -1.162572 3.136276 0.438074 0.0803 1.4933 1.9077 -0.57
C -5.809962 3.022196 4.248184 0.9251 -0.2482 1.0014 -1.47
H 5.589038 -3.396954 0.293884 -0.3707 0.1418 -0.1857 0.45
H 3.884608 -3.706074 2.241704 1.6642 -0.6238 -1.3501 0.35
H -6.167362 4.226366 1.988234 0.0631 0.2878 -1.1245 0.46
H 1.221088 0.127016 -6.392856 0.3835 -0.1580 -0.3763 0.41
H 5.239858 2.157096 3.223394 0.4952 -0.5225 -0.4685 0.40
H -6.081432 4.067366 4.396584 -1.2271 -0.2201 0.3884 0.38
C -6.346952 0.459256 4.339034 1.2504 -1.1283 0.1094 -1.78
H 2.729548 -1.834024 1.526974 -0.0142 0.0107 -0.3186 -0.08
H 2.743758 0.648726 1.170234 -0.2041 -0.0241 -0.2777 0.09
H 2.359288 -0.025724 3.261674 -0.3627 -0.2104 -0.0325 0.55
H 0.746648 1.358236 -0.466126 -0.4898 0.0811 -0.8964 0.44
C -6.642332 2.116096 1.566214 1.9217 0.3869 0.7405 1.46
H -4.088802 3.845826 3.229524 0.1043 -0.2622 0.1252 0.39
C 1.596978 -3.279484 -6.323326 -0.6810 -0.6340 -0.2895 -1.52
N 3.193278 -1.798464 -5.099726 -1.7268 3.1793 1.6649 0.25
H 3.964198 -3.371944 -5.488096 0.7207 -1.0294 -0.0369 0.39
H 3.698888 -1.973334 -7.754906 -0.2356 -0.0252 -0.3004 0.35
H 2.196708 -1.021014 -8.231366 -0.4223 -1.1116 -0.2840 0.42
C 3.211678 -0.704954 3.248204 0.4766 1.2895 -1.2524 -1.61
C 3.971588 -0.925484 -2.862176 0.9412 -1.1273 0.3933 -1.90
C 1.007778 -0.858904 -5.979876 0.2163 -0.1501 -0.7384 -1.28
H 0.145078 -1.288894 -6.488756 0.0823 0.2224 -0.6305 0.44
C 2.179548 -1.879964 -6.193236 0.2705 0.6135 0.7535 1.40
H 4.410188 -0.044404 -3.330596 -0.3588 -0.1234 -0.3797 0.46
H 6.694458 -3.848394 2.715444 0.1497 -0.1195 -0.9058 0.40
H -4.489692 2.067386 3.013004 1.0662 0.1027 0.0418 0.15
H -8.678112 2.919286 4.911814 0.3100 0.3234 -0.1715 0.42
C 4.384688 1.484116 3.285674 0.6791 -0.0832 1.9350 -1.87
C -4.862252 3.087116 3.110234 -0.6861 -1.4428 -1.2951 -0.47
C 2.269448 -2.841704 -2.984556 -0.6294 -1.8352 0.9170 -1.63
H -4.806082 3.180206 1.105804 -0.7378 0.9797 -0.9538 0.43
H -6.726662 2.931756 -0.430936 0.1250 -0.7581 -0.1684 0.36
H 2.158238 0.540116 -3.815286 0.3441 -0.1679 0.0811 0.46
H 0.056698 -1.628964 -4.417386 -0.0036 -0.1793 1.0614 0.25
H 4.190408 0.063646 0.341474 -0.2419 0.1868 -0.3301 0.18
H -2.771912 2.665036 -1.498096 -0.0056 -0.0632 -0.0606 0.37
C 5.601778 -2.059684 2.028144 -2.3805 -1.5556 -1.7052 1.90
H 3.666328 -0.631214 -1.858026 -0.3628 0.0003 0.0046 0.22
O 4.344138 -2.504784 -5.329126 -0.1224 -0.8037 -0.1327 -0.45
H 3.227088 -0.379524 -7.174146 0.6430 -0.0988 0.3663 0.48
H 1.253018 -3.147164 -3.232866 -0.5731 1.0942 -0.1710 0.32
C 6.860518 -2.779384 2.582234 -0.9923 1.0640 0.5935 -1.92
N 5.550478 -0.631784 2.404714 -0.7456 -1.0060 2.1180 0.19
H 2.656248 -3.832024 -3.224886 1.4036 0.2830 -0.5681 0.41
H -7.526222 2.408546 6.155294 -0.1265 -0.3733 0.0950 0.37
C -0.152792 1.015176 0.045164 -0.2522 -0.9636 1.9232 -1.90
H 4.488748 -1.894864 0.155984 -0.3698 -0.8497 0.0420 -0.16
C 2.850808 -1.369464 -7.432106 0.9917 1.1015 -0.5401 -2.03
C 4.323958 -2.769474 2.585014 -0.7584 -0.7503 1.8344 -1.33
N -7.477412 1.927596 2.795954 -0.3749 1.5936 -1.2132 0.07
C 2.995618 -2.024274 2.566734 0.3954 1.4441 -0.3498 -0.22
H 3.453948 -0.912884 4.290394 0.5935 0.3842 -0.0144 0.37
C 0.577078 -0.685904 -4.584556 0.0879 -0.9091 0.7468 -0.93
H 3.565828 2.196036 3.182044 -0.5031 -0.5039 -0.8363 0.38
H -6.444152 0.210516 0.513944 0.1660 0.3566 -0.7589 0.39
H -0.355832 -0.051484 -0.050266 0.0295 -0.0243 -1.0315 0.52
H -1.130272 2.475416 -2.149876 0.2673 0.1745 0.3365 0.33
H -5.612282 0.162756 1.917674 0.3286 0.4863 0.3782 0.40
H -4.859812 1.141176 0.667754 -0.2691 -0.0794 -0.3893 0.13
H -6.771102 -0.282534 3.662334 -0.4667 0.6644 -0.5870 0.43
C 5.427548 -2.336914 0.489654 1.1038 1.5920 0.4309 -1.40
O 6.583578 0.020406 1.820284 1.3687 1.3078 -1.9248 -0.49
H 2.131358 -2.569914 2.945454 0.3305 -0.3118 0.3996 0.48
O -8.468142 0.888846 2.553844 1.0645 0.6156 0.4055 -0.45
H 2.305458 -2.901194 -1.896776 0.0513 0.6508 0.2238 0.27
H 2.202788 -4.172734 -6.170996 0.7416 0.2987 0.5516 0.31
C 4.324408 0.177666 2.439594 -0.7022 0.3357 2.4877 1.77
H -5.151522 2.762876 5.077224 -0.3779 0.0069 0.6677 0.47
H 7.743138 -2.479104 2.017504 0.0497 -0.4392 0.0881 0.39
C -7.963272 2.145586 5.191994 -0.9828 -0.1695 -0.1281 -1.96
C -1.429402 1.865926 -0.004686 0.9629 -0.6526 -3.3473 0.91
H -8.188532 1.938006 0.065194 0.2738 -0.2378 -0.4915 0.45
H -9.175162 1.443466 2.216014 -0.3449 -0.1682 0.0652 0.36
```
Positions in Å, forces in eV/Å.

Values from the calculation:
Electronic energy ... -1646.95964 a.u.
Energy relative to the best compared isomer or geometry (same formula, charge and spin) ... 360.7 kJ/mol
Gap between HOMO and LUMO ... 8.480 eV
HOMO level ... -0.2925 Ha


Record 2
DFT (ωB97M-V with the def2-TZVPD basis set) results for 8 unconnected molecules or ions with the total composition C30H66Cl6N6O8P2.

The geometry in XYZ format:
```
118
Properties=species:S:1:pos:R:3:forces:R:3:mulliken_charge:R:1
C -15.014099 -0.973747 -6.652104 0.3527 0.2581 -0.0525 0.39
O -4.093093 -3.537901 -8.506375 -0.8529 0.9263 1.0225 -0.59
H -12.619031 3.162832 -1.336746 -0.3894 -0.2484 -0.2900 0.32
H -5.855884 0.384838 -10.902442 -0.1281 0.1180 0.3553 0.24
N -6.572313 2.754328 -8.295377 -1.2532 1.2029 -0.0590 0.38
H -12.356237 8.412825 -4.891678 -0.0384 0.0784 -0.2091 0.24
H -10.724945 1.604443 -7.647771 0.2901 0.1873 0.0291 -0.68
H -5.274994 1.143763 -8.787457 -0.0769 -0.1743 -0.4242 0.27
H -6.945667 5.548590 -11.878091 -0.2704 -0.2369 -0.8403 0.38
C -7.253299 -2.504480 -7.408508 -1.5249 1.3018 2.1733 0.14
C -11.476679 3.229212 -12.061074 -1.4520 0.0893 0.9189 -0.18
H -9.812715 -5.298060 -6.673215 0.0530 0.4131 -0.0661 0.37
C -10.422627 1.140010 -4.780724 -0.7712 0.1447 -1.6587 0.41
H -12.263900 0.929528 -7.618934 -0.4156 -0.1133 0.4786 0.06
C -6.087737 1.362883 -11.324068 0.2152 2.5928 0.9219 -1.18
C -13.024855 8.308775 -5.746215 -0.8166 -0.2559 -0.4783 -0.42
C -13.901692 -4.059792 -3.663244 0.7719 -0.7309 0.1407 -1.09
H -4.528115 2.726835 -8.965097 -0.2699 0.2126 -0.0065 0.32
Cl -13.676583 3.790096 -3.413630 0.3915 0.4003 1.2480 -0.14
H -12.446898 1.053600 -10.075220 -0.0542 -0.5916 -0.1425 0.02
H -4.785749 1.957262 -7.406447 -0.2709 0.6241 0.3698 0.45
H -6.407964 -0.532438 -7.273512 -0.0412 0.2763 0.5133 -0.31
H -14.507561 -0.407647 -7.433800 0.0426 -0.4396 -0.0706 0.06
P -7.422446 3.348099 -9.663745 3.0642 -1.0390 -0.2458 0.23
O -10.677674 1.506766 -13.631112 -2.0248 0.7650 2.9626 -0.60
O -9.643898 0.940081 -3.909382 -0.1415 0.0072 0.1499 -0.59
C -6.205874 -1.528705 -6.880190 -2.7693 2.1569 1.7596 0.16
N -7.295696 2.017915 -10.737863 1.2841 0.1244 -0.4941 0.49
H -13.965793 8.835066 -5.585744 0.1526 0.0571 0.1684 0.34
H -13.949918 6.611254 -6.872833 0.3688 0.6589 -0.5165 0.34
H -10.528972 3.702065 -11.803484 0.1542 -0.6527 0.2393 0.06
C -5.243429 2.152712 -8.376200 -0.2700 -0.5906 -0.1572 -0.99
H -8.068075 0.070294 -10.310534 0.7776 -0.2030 0.1551 0.13
H -13.472571 4.704132 -1.131536 -0.1702 -0.1847 -0.4651 0.48
C -12.602044 -2.293271 -2.653777 0.4531 1.5526 0.2604 -1.05
O -11.120911 2.368348 -4.882541 0.9494 -1.3052 0.4743 -0.14
H -14.551328 -3.852278 -2.812948 -0.1336 0.5334 -0.1964 0.49
C -5.038834 -2.987312 -7.978330 2.1823 -1.9209 -2.0321 0.43
Cl -15.878651 0.285746 -5.713527 0.0203 -0.1240 0.1494 -0.21
H -12.891317 -1.407115 -3.218714 -0.1610 0.3501 -0.1855 0.28
C -6.471746 -3.431795 -8.173239 0.0971 -1.0621 -1.1361 -0.35
C -6.154351 4.834333 -11.650599 -0.4641 -0.7759 -1.2355 -1.03
C -11.861799 2.456427 -6.075954 -0.9357 0.4729 -1.0425 -0.03
C -11.394176 1.852906 -12.681276 0.9805 -1.3392 -3.3288 0.46
H -6.111816 1.251055 -12.408046 -0.4200 0.2003 -0.0965 0.26
H -16.808704 -1.517824 -7.757972 0.3610 0.2609 -0.1490 0.43
Cl -11.842765 5.980353 -6.153743 1.4683 -0.9962 -0.2313 -0.11
H -8.691229 -3.190015 -2.722281 -0.7402 0.2809 -0.4527 0.21
H -8.523095 0.871520 -11.803851 -0.9086 -0.3066 0.0775 0.40
H -9.122809 1.376923 -10.118089 -0.6674 0.0936 -0.6350 0.10
H -10.186910 -6.576301 -2.083605 0.4543 -0.1636 0.3142 0.34
H -5.193486 6.285773 -9.660281 0.2057 -0.4659 -0.1977 0.34
H -13.961005 1.506957 -10.874399 0.0471 -0.5936 -0.4639 0.34
H -11.986822 3.379916 -9.984878 0.2075 -0.9228 0.4400 0.09
C -10.249398 -5.862173 -5.849091 0.2041 0.4970 0.3114 -1.16
C -13.322855 6.833069 -6.009310 -1.2011 0.3449 -0.0339 -0.41
H -7.686817 3.375149 -6.698021 -0.4983 -0.6446 0.7087 0.28
H -11.657708 3.372303 -6.630582 0.4127 0.1313 0.4566 -0.16
H -11.975058 3.992879 -12.658183 0.1951 -0.5411 -0.9270 0.28
O -8.818164 3.778802 -9.403392 0.8266 -0.4464 -0.0165 -0.90
C -12.853609 4.116523 -1.809552 2.0435 -0.7819 -0.3492 -0.71
P -11.056697 -3.932079 -4.118976 -1.2626 -0.8923 0.5492 0.34
C -11.493197 1.293845 -6.939670 1.3394 -1.4324 -0.9581 0.86
N -10.269146 -4.630660 -2.749954 -0.1544 1.5947 -1.1812 0.50
H -13.192973 -5.793246 -6.040579 -0.6602 0.3332 -0.4137 0.23
O -10.228496 -2.867314 -4.734464 -0.3141 0.0019 0.6782 -0.69
C -12.464251 2.990299 -10.883962 0.7162 1.9033 0.1758 -0.45
H -7.673092 -3.017168 -6.543048 -0.3280 0.2230 0.0147 -0.28
C -10.846487 0.230896 -6.012715 -0.7592 0.9215 0.4352 0.24
C -6.133042 5.757314 -9.498828 -0.2633 -0.8076 1.6955 -1.00
N -6.262976 4.507566 -10.269839 -0.3289 0.1664 1.2754 0.28
C -8.301083 1.040126 -10.750102 -2.0647 -0.2159 0.1589 -0.85
H -11.581533 -2.091600 -2.328201 -0.0717 0.1050 0.4897 0.26
H -6.206689 5.458479 -8.453179 0.4092 0.1688 0.2580 0.29
H -6.726647 -4.414583 -7.776680 0.8719 -0.3773 -0.7246 0.25
O -4.937231 -1.857579 -7.241898 1.3239 -1.9080 -1.3992 -0.37
C -9.125994 -3.988839 -2.121483 1.5519 0.6088 -1.3151 -1.11
H -13.799800 -5.142486 -3.589114 -0.0482 -0.1841 -0.5883 0.29
C -16.028004 -1.960696 -7.139529 -0.9964 -0.5215 -0.8133 -0.63
H -6.147597 3.888709 -12.192688 -0.7503 0.2843 -0.5515 0.26
H -14.298639 -1.468803 -5.995495 0.0701 0.2088 -0.0270 -0.18
N -11.440787 -5.153493 -5.293770 2.7551 -0.2089 2.6875 0.08
H -12.942333 2.498242 -5.938878 -0.0784 -0.2151 0.8077 0.22
H -5.228229 5.295501 -11.993685 0.4056 0.1934 0.8362 0.34
H -9.449638 -6.015789 -5.124603 -0.2331 0.1170 0.2710 0.34
H -13.340565 3.638384 -10.896216 -0.0797 0.0092 -0.7102 0.44
H -13.315231 -2.366027 -1.832700 0.2780 -0.1280 0.3238 0.39
H -10.897765 4.792608 -2.894293 -0.6048 -0.6345 -0.1522 0.11
Cl -15.335154 -3.309313 -8.197891 -0.2113 0.8920 0.9998 -0.21
H -12.844035 -4.021439 -6.350471 -0.2395 -0.1587 -0.1818 0.15
H -16.594662 -2.359412 -6.298084 0.4522 -0.5308 0.0113 0.35
H -11.757183 -6.077357 -2.322840 -0.3451 0.5933 0.0838 0.27
H -6.909552 6.518900 -9.570268 -0.5061 -0.2103 -0.8117 0.35
H -6.782587 -3.310860 -9.210957 0.6917 -0.6581 -0.2700 0.25
O -12.359110 0.964056 -12.146146 1.4025 1.6139 -0.3704 -0.38
Cl -12.281137 9.119583 -7.196026 -0.1806 -0.3929 0.6033 -0.20
C -12.874278 1.539847 -10.952154 0.0585 0.2600 1.3154 -0.09
C -11.477884 4.867655 -1.974550 -1.9175 1.1594 -0.7222 -0.21
H -6.754820 1.764811 -6.559667 -0.5224 0.3060 0.8413 0.56
Cl -12.160861 6.592372 -2.086441 1.1258 0.0678 0.1901 -0.24
C -12.448070 -5.034578 -6.280642 -0.5541 -0.2637 -0.3426 -0.85
H -14.321237 -3.764519 -4.624955 -0.4847 -0.0742 0.1229 0.19
H -10.457463 -6.833537 -6.297722 -0.6296 -0.1256 0.3850 0.41
H -6.267191 -1.609859 -5.794944 0.0320 0.8566 0.1019 0.42
H -10.751808 4.740487 -1.171597 -0.5970 0.2497 0.4194 0.38
H -11.527556 -0.560574 -5.699967 -0.4397 0.3302 0.5592 -0.25
H -10.846745 -5.463805 -0.889903 -0.2096 0.2241 -0.0320 0.32
C -7.442158 2.399798 -7.118645 1.8185 0.1922 -1.5781 -1.25
C -10.807156 -5.689168 -1.955615 -0.2284 -1.3452 -0.4608 -1.11
N -12.601463 -3.455089 -3.436814 1.2728 -2.0043 -1.8239 0.48
H -8.240669 -4.624658 -2.127814 -0.1522 -0.7397 0.5585 0.37
H -8.093985 -2.051507 -7.934022 0.2174 0.2355 -0.0053 0.22
H -13.920030 6.317849 -5.256965 0.2850 0.5806 0.8020 0.21
H -5.361377 2.125792 -11.043970 1.0130 -0.6962 -0.5058 0.49
H -9.225912 -3.518425 -1.143304 -0.7348 -0.4644 0.2492 0.32
H -8.283448 1.784849 -7.438291 -0.2875 0.2423 0.2320 0.29
H -11.970815 -5.335637 -7.213216 -0.4398 0.3901 -0.3668 0.46
H -10.104146 -0.410763 -6.487361 0.6919 0.6935 0.2612 0.14
```
Positions in Å, forces in eV/Å.

Values from the calculation:
Electronic energy ... -5556.97698 a.u.
Gap between HOMO and LUMO ... 8.576 eV
HOMO level ... -0.3040 Ha